68
Properties=species:S:1:pos:R:3:forces:R:3 method="wB97M-V/def2-TZVPD" orbital_gap_ev=9.82 spin_multiplicity=1 total_charge=+1 smiles=C#C[C@@]1(Br)[C@H](C(F)(F)F)[N@@H+](CC(N)(N)N)[C@@](N)(OC[C@H](C)CC(C)C)[C@@](O)(B(O)O)[C@@]1(O)C(F)(F)F
C -5.72966 -0.66900 -0.61697 -0.142 -0.267 -0.640
C -4.73056 0.01339 -0.53690 2.180 -1.440 -0.478
C -3.20907 0.41347 -0.51070 -2.003 -0.403 0.795
Br -3.42396 2.03473 0.67841 0.549 -0.423 -0.511
C -2.32044 -0.74054 0.18575 -2.980 -0.454 -2.100
C -2.66597 -1.10295 1.66688 -0.590 -2.142 2.794
F -3.90745 -0.76888 2.13439 1.958 -0.073 -1.475
F -1.78157 -0.69886 2.65278 -0.700 0.016 -2.072
F -2.63926 -2.51816 1.74258 0.064 2.223 -0.410
N -0.86684 -0.70514 -0.17618 0.769 0.090 1.647
C -0.34254 -1.87427 -0.96852 0.481 -2.613 -1.230
C 0.70442 -2.81289 -0.16963 0.024 -2.119 -1.918
N 0.78932 -4.05343 -1.04297 -0.373 0.874 -0.282
N 0.16920 -3.29404 1.11649 0.823 0.687 -0.280
N 2.06911 -2.29853 -0.11694 -0.547 0.151 0.753
C -0.32823 0.66259 -0.57757 1.597 1.555 0.706
N -0.25178 1.43867 0.64310 -0.797 -0.623 -0.127
O 1.05127 0.39997 -0.89969 -1.639 0.075 -0.597
C 1.98100 1.45372 -0.66071 2.145 1.195 -0.734
C 2.91317 1.36894 0.63201 0.952 -0.408 -0.473
C 4.41032 0.98657 0.17106 -0.879 -0.725 0.373
C 2.50447 0.32543 1.74586 0.419 0.812 1.369
C 2.50706 1.10079 3.15682 -0.037 -0.305 -0.043
C 1.42631 2.25262 3.25111 -0.192 -0.068 -0.601
C 2.28954 0.13979 4.40533 -0.078 1.219 0.375
C -1.13504 1.32835 -1.79809 0.273 0.903 -1.416
O -1.28113 2.77253 -1.60994 0.369 -0.971 1.141
B -0.25553 1.34581 -3.20473 0.548 -0.612 -2.306
O -0.13095 2.51899 -4.00445 -0.860 -1.670 1.195
O 0.38634 0.20700 -3.74249 0.324 1.751 1.499
C -2.64971 0.80947 -1.97975 -1.190 2.250 1.362
O -3.44901 1.97812 -2.30086 0.441 -1.466 -0.499
C -2.92693 -0.15976 -3.16555 -1.505 -2.797 -3.493
F -4.19177 -0.77722 -3.18593 1.898 1.307 1.130
F -2.06773 -1.24082 -3.32414 -0.699 1.983 0.892
F -2.97356 0.47753 -4.42200 1.092 -0.372 2.628
H -6.58509 -1.34354 -0.87868 1.151 1.308 0.702
H -2.76292 -1.62493 -0.38834 0.777 0.901 0.949
H -0.36358 -0.82866 0.73783 -0.161 -0.068 -0.441
H -1.13782 -2.64467 -1.24087 0.302 1.589 0.778
H 0.05864 -1.61099 -1.99924 -0.209 0.367 1.642
H 0.99394 -3.78801 -2.01816 -0.107 -0.315 0.460
H -0.10692 -4.55493 -1.03790 0.456 0.213 -0.157
H 0.93498 -3.85521 1.52349 -0.600 0.413 -0.087
H -0.60063 -3.96372 0.96520 0.409 0.660 0.027
H 2.49935 -2.44901 0.80235 -0.235 0.060 -0.627
H 2.64953 -2.72809 -0.84621 -0.440 0.141 0.603
H -0.83508 1.15323 1.42188 -0.083 0.241 -0.280
H -0.21185 2.44709 0.56458 -0.375 -0.310 -0.125
H 1.57489 2.51630 -0.77103 -0.016 -1.429 0.282
H 2.71780 1.39398 -1.53426 -1.126 -0.101 0.938
H 3.00616 2.43062 1.03020 -0.442 -1.422 -0.173
H 5.01396 0.69616 1.09019 -0.572 0.739 -1.151
H 4.31946 0.02335 -0.42825 0.287 1.255 0.434
H 4.89864 1.81547 -0.41530 -0.423 -0.997 0.583
H 3.31437 -0.46728 1.86180 -0.983 0.932 -0.387
H 1.54608 -0.23371 1.56921 0.824 0.793 0.123
H 3.54842 1.54582 3.25231 -1.200 -0.390 -0.205
H 1.41447 2.95267 2.35754 0.264 -0.809 0.970
H 1.57189 2.91156 4.15914 -0.277 -0.983 -0.875
H 0.40129 1.75495 3.24828 1.180 0.733 0.379
H 1.22056 0.28849 4.76724 1.236 -0.678 -0.475
H 2.93375 0.55239 5.24817 -0.735 -0.801 -0.939
H 2.53664 -0.94153 4.22550 -0.278 1.092 0.137
H -0.40270 3.15612 -1.41471 -0.517 -0.268 -0.468
H -1.01652 2.87576 -4.21768 0.640 0.259 0.457
H 1.22134 0.55560 -4.13056 -0.820 -0.573 -0.312
H -4.29590 1.65072 -2.67155 0.378 0.305 0.267